Here is the molecule C21H26N4O4S2 at a distorted geometry from the Open Molecules 2025 dataset. Energies are from ωB97M-V with the def2-TZVPD basis set.

```
57
Properties=species:S:1:pos:R:3:forces:R:3:lowdin_charge:R:1
C -1.849 -4.843 4.635 0.10 0.26 -0.20 -0.068
H -2.862 -4.994 4.271 -0.13 -0.08 0.00 0.067
H -1.877 -4.792 5.720 -0.05 -0.01 0.09 0.077
H -1.238 -5.690 4.338 0.05 -0.12 -0.01 0.084
C -1.252 -3.554 4.081 0.04 0.01 0.62 -0.265
N -1.013 -3.634 2.658 1.00 0.35 -0.36 -0.256
S 0.311 -2.828 2.093 0.07 -0.01 0.01 0.667
O 1.379 -3.022 3.029 -0.18 0.18 0.23 -0.279
O 0.523 -3.215 0.726 -0.37 0.04 0.01 -0.293
C -0.080 -1.072 2.073 0.17 -0.63 -0.01 -0.260
C -0.641 -0.547 0.930 -0.06 0.25 -0.15 -0.025
C -0.837 0.830 0.840 0.27 -0.13 0.42 -0.130
C -0.482 1.654 1.906 -0.05 -0.11 -0.12 0.007
C 0.050 1.102 3.058 -0.01 -0.07 0.03 -0.042
C 0.263 -0.266 3.143 0.05 0.00 0.15 -0.045
H 0.723 -0.715 4.009 0.09 0.02 0.13 0.116
H 0.324 1.742 3.883 0.04 0.05 0.07 0.112
H -0.610 2.722 1.818 0.01 0.11 -0.01 0.127
C -1.292 1.368 -0.420 -0.39 -0.21 -0.76 -0.290
N -1.943 0.748 -1.357 0.09 -0.72 1.57 0.114
N -1.983 1.555 -2.426 0.28 1.18 -1.13 0.061
C -1.340 2.635 -2.098 -0.33 -0.36 -0.11 -0.699
S -0.915 3.949 -3.127 0.04 0.37 -0.04 1.000
C 0.768 4.347 -2.495 -0.27 0.19 0.01 -0.332
C 1.452 3.324 -1.581 0.14 0.41 0.07 -0.427
O 1.864 3.723 -0.506 0.02 0.08 -0.09 0.067
C 1.577 1.971 -2.055 0.32 -0.82 0.14 -0.140
C 2.040 0.890 -1.297 -0.09 0.67 0.11 -0.199
N 1.907 -0.230 -2.039 -0.04 0.34 -0.09 -0.043
C 1.366 0.084 -3.264 -0.16 0.25 -0.48 -0.270
C 1.159 1.431 -3.307 0.21 -0.22 0.05 -0.009
H 0.755 1.972 -4.138 -0.14 0.03 -0.18 0.099
C 1.070 -0.941 -4.299 0.09 -0.02 0.12 -0.027
H 1.981 -1.423 -4.654 0.00 -0.09 -0.08 0.080
H 0.403 -1.706 -3.904 -0.06 -0.11 -0.07 0.084
H 0.582 -0.462 -5.143 -0.03 -0.01 -0.05 0.083
C 2.292 -1.547 -1.604 0.04 -0.43 0.28 0.011
H 1.576 -1.966 -0.892 0.08 0.05 -0.10 0.072
H 3.269 -1.507 -1.123 -0.01 -0.04 -0.05 0.102
H 2.353 -2.210 -2.464 0.03 0.02 0.02 0.090
C 2.608 0.868 0.073 0.00 -0.02 0.07 0.009
H 2.418 1.822 0.556 0.03 -0.06 0.01 0.074
H 3.689 0.719 0.031 0.09 -0.03 0.08 0.096
H 2.177 0.061 0.664 0.01 -0.07 0.08 0.074
H 0.700 5.290 -1.951 0.11 -0.18 -0.04 0.082
H 1.370 4.489 -3.394 0.04 -0.01 0.01 0.087
O -0.914 2.607 -0.818 -0.33 -0.12 0.23 0.071
H -0.880 -1.183 0.093 0.00 -0.03 -0.17 0.124
C -2.128 -3.791 1.751 -0.45 0.05 -0.49 -0.244
C -3.222 -2.733 1.883 0.19 -0.20 0.06 -0.061
H -2.810 -1.730 1.800 -0.06 0.07 0.01 0.061
H -3.738 -2.822 2.837 -0.10 0.05 0.09 0.070
H -3.950 -2.871 1.089 -0.11 0.01 -0.06 0.081
H -1.691 -3.762 0.752 -0.24 -0.17 -0.02 0.106
H -2.558 -4.786 1.903 0.10 0.05 -0.07 0.119
H -0.270 -3.387 4.527 -0.20 0.02 0.17 0.107
H -1.899 -2.701 4.329 0.08 -0.04 -0.01 0.119
```
Forces are in eV/Å.

Kohn-Sham gap in Eh: 0.2962
Multiplicity: 1
Electronic energy in hartree: -2132.1650
Maximum force in eV Å⁻¹: 1.7
ΔE to the lowest compared entry with this formula, charge and spin in kJ/mol: 195.7



Here is a cluster of 3 separate species, C21H26N5O10 in total at a distorted geometry from the Open Molecules 2025 dataset. Energies are from ωB97M-V with the def2-TZVPD basis set.

```
62
Properties=species:S:1:pos:R:3:forces:R:3:lowdin_charge:R:1
C -1.655 8.666 -2.647 -1.06 -0.47 0.35 0.008
C -1.507 7.306 -1.814 2.71 1.11 0.63 -0.413
O -0.452 7.123 -1.180 -3.80 -0.28 -1.73 0.069
O -2.595 6.376 -1.835 1.58 0.55 -0.49 -0.073
C -2.518 5.581 -3.041 0.89 -0.89 -1.77 -0.213
C -3.162 4.129 -2.913 -1.21 0.70 0.70 -0.165
C -2.902 3.398 -1.514 -0.26 -0.17 -0.17 -0.185
C -1.433 3.592 -0.908 -0.28 -0.41 1.23 -0.149
C -0.666 2.199 -0.580 -0.93 0.47 0.32 -0.094
N 0.738 2.356 -1.052 1.29 -0.43 1.63 -0.067
N 0.942 2.307 -2.388 3.88 0.61 0.18 0.130
C 2.346 2.509 -2.604 -0.60 0.44 1.61 -0.244
N 2.839 2.510 -3.971 -1.69 0.30 1.94 0.119
N 3.039 2.708 -1.368 -5.12 -1.02 -1.52 0.197
C 1.967 2.607 -0.372 -0.01 -0.28 -4.43 -0.266
N 2.081 2.749 0.967 -0.38 0.36 0.90 0.143
H -1.987 9.487 -1.923 0.42 -1.23 -0.90 0.104
H -0.678 9.010 -3.112 -1.22 -0.80 0.68 0.098
H -2.482 8.543 -3.422 1.19 0.28 0.93 0.084
H -1.409 5.428 -3.327 -1.48 0.33 0.51 0.128
H -2.986 6.127 -3.941 0.52 -0.73 1.43 0.138
H -4.302 4.266 -3.000 1.67 -0.34 0.09 0.126
H -2.863 3.478 -3.797 -0.10 0.99 1.07 0.115
H -3.666 3.768 -0.745 1.17 -0.42 -1.19 0.124
H -3.157 2.285 -1.677 0.53 1.59 0.32 0.114
H -1.565 4.129 0.101 0.42 -0.61 -1.67 0.131
H -0.728 4.223 -1.536 -1.10 -0.68 0.67 0.098
H -1.198 1.315 -1.091 1.22 1.21 0.50 0.135
H -0.631 1.952 0.527 0.08 0.46 -1.40 0.137
H 0.183 2.158 -3.060 0.45 0.13 0.55 0.187
H 3.061 3.464 -4.298 0.25 -0.65 0.50 0.115
H 2.046 2.183 -4.551 0.87 0.14 0.22 0.096
H 2.495 2.036 1.581 -0.15 0.40 -0.93 0.117
H 1.746 3.602 1.444 0.24 -0.86 -0.72 0.136
C 0.798 -1.898 2.485 0.31 0.48 -0.38 0.077
C -0.083 -2.902 2.536 0.02 -0.31 1.54 -0.227
C -0.730 -3.431 1.301 -0.28 -0.30 -0.57 -0.305
O -1.513 -4.359 1.382 0.24 0.25 0.27 0.124
C -0.391 -2.798 0.022 -0.14 -0.12 0.06 0.092
C 0.485 -1.794 -0.026 -0.15 -0.02 -1.05 -0.223
C 1.152 -1.284 1.205 0.08 -0.16 0.94 -0.309
O 1.963 -0.374 1.115 -0.13 0.22 -0.43 0.076
O 0.810 -1.192 -1.206 0.05 0.12 1.01 0.073
O -0.422 -3.479 3.715 -0.03 0.24 -1.51 0.115
H 1.276 -1.506 3.372 0.00 -0.05 -0.02 0.140
H -0.880 -3.179 -0.865 0.03 -0.02 0.02 0.142
H 1.462 -0.503 -0.973 0.05 -0.21 -0.01 0.094
H -1.069 -4.175 3.488 0.06 0.01 0.15 0.123
C 0.368 -7.114 2.491 -0.20 -0.14 0.02 0.079
C 1.586 -6.618 2.716 -0.33 0.93 -0.57 -0.216
C 2.610 -7.385 3.481 0.44 -0.58 0.47 -0.311
O 3.718 -6.906 3.648 -0.31 0.28 -0.24 0.115
C 2.232 -8.699 4.009 0.26 0.34 -0.08 0.081
C 1.012 -9.195 3.788 0.21 -1.17 0.69 -0.222
C -0.003 -8.439 3.000 -0.46 0.36 -0.36 -0.308
O -1.100 -8.930 2.803 0.32 -0.12 0.21 0.122
O 0.645 -10.409 4.273 -0.22 1.15 -0.68 0.104
O 1.947 -5.389 2.254 0.21 -0.89 0.52 0.083
H -0.384 -6.568 1.936 0.01 -0.04 -0.01 0.119
H 2.978 -9.238 4.577 -0.02 0.01 -0.02 0.140
H -0.277 -10.540 3.978 0.10 -0.08 0.07 0.119
H 2.871 -5.264 2.544 -0.07 -0.01 -0.04 0.119
```
Forces are in eV/Å.

Kohn-Sham gap in Eh: 0.2664
Multiplicity: 1
Total charge: +1
Electronic energy in hartree: -1841.6594
Maximum force in eV Å⁻¹: 5.4



Here is a structure of composition C21H26N8O6Pt at a distorted geometry from the Open Molecules 2025 dataset. Energies are from ωB97M-V with the def2-TZVPD basis set.

```
62
Properties=species:S:1:pos:R:3:forces:R:3:mulliken_spin:R:1
Pt 0.303 -1.075 -0.176 1.00 -0.12 -0.07 1.738
O -6.521 -0.992 0.781 -0.28 -0.16 0.52 0.008
C -5.290 -1.315 1.141 0.09 0.72 -1.66 0.014
O -5.046 -1.782 2.216 0.42 -0.58 0.64 0.212
C -4.195 -1.033 0.160 0.30 -0.05 0.03 -0.037
C -4.206 -0.362 -1.054 0.02 -0.19 0.33 0.011
N -2.938 -0.313 -1.495 -0.23 -0.09 0.30 -0.005
N -2.097 -0.907 -0.649 0.53 -0.27 0.37 0.093
C -2.833 -1.350 0.360 -0.81 -0.12 0.03 -0.048
C -2.144 -2.140 1.458 2.92 2.95 -3.51 0.042
O -2.801 -2.790 2.239 -2.10 -1.54 2.30 0.731
O -0.880 -2.071 1.430 -1.23 -0.48 0.58 0.127
H -6.645 -0.633 -0.108 0.28 -0.10 0.10 0.000
H -5.001 0.075 -1.627 -0.14 0.10 -0.11 0.000
H -2.618 0.083 -2.369 0.15 -0.02 0.11 -0.004
C 3.074 -1.017 -1.709 0.75 0.91 -0.82 0.001
O 2.041 -1.728 -1.182 -1.48 -0.70 0.77 0.576
H 3.892 -1.705 -1.970 -0.13 0.02 0.17 0.036
H 3.477 -0.291 -0.986 0.01 -0.14 -0.02 0.030
H 2.788 -0.467 -2.622 0.12 -0.04 0.19 0.007
N 2.113 -5.481 3.152 -0.18 -0.88 0.36 0.002
C 2.394 -4.263 2.709 -0.35 1.97 -1.09 0.018
C 1.456 -3.457 1.974 0.00 -1.65 0.81 -0.007
N 1.791 -2.278 1.556 -0.68 1.16 -1.00 0.171
C 2.985 -1.768 1.805 0.92 0.03 0.32 -0.007
C 3.904 -2.541 2.510 -0.65 0.79 -0.55 0.009
N 3.592 -3.737 2.923 0.57 -1.49 0.89 -0.003
H 1.207 -5.904 3.034 0.15 0.09 -0.01 0.000
H 2.820 -5.992 3.658 -0.06 0.08 -0.05 0.001
H 0.449 -3.810 1.800 0.08 -0.01 -0.13 0.009
H 3.211 -0.771 1.470 0.01 0.15 -0.14 0.011
H 4.895 -2.182 2.739 0.13 0.13 0.00 0.003
C -0.689 3.380 2.752 0.00 0.00 0.00 -0.001
C 0.692 2.708 2.712 0.10 0.90 0.67 -0.010
C 1.132 2.278 4.116 0.00 -0.06 -0.01 -0.001
C 1.739 3.639 2.080 0.00 -0.02 -0.01 -0.001
C 0.574 1.555 1.874 -0.08 -1.17 -1.09 -0.026
N 0.470 0.682 1.133 -0.12 0.00 0.14 0.154
H -0.624 4.275 3.364 0.01 0.07 0.06 0.000
H -1.431 2.716 3.189 -0.08 -0.03 0.06 0.000
H -1.016 3.669 1.756 -0.03 0.05 -0.09 0.000
H 1.220 3.167 4.736 0.00 0.06 0.04 0.000
H 2.098 1.781 4.089 0.08 -0.03 0.02 0.000
H 0.405 1.611 4.570 -0.06 -0.05 0.06 0.000
H 1.820 4.533 2.692 0.00 0.07 0.07 0.000
H 1.454 3.939 1.075 -0.04 0.04 -0.10 0.000
H 2.716 3.163 2.042 0.08 -0.03 0.00 0.000
N -0.367 2.070 -6.847 0.10 -0.11 -0.51 0.000
C -0.848 2.433 -5.653 0.05 -0.18 0.33 0.000
O -1.654 3.312 -5.458 -0.09 0.17 0.04 0.000
C -0.353 1.630 -4.464 -0.10 -0.06 0.28 -0.004
C -0.031 0.278 -4.506 -0.02 0.12 0.19 0.006
C 0.238 -0.382 -3.315 0.06 -0.17 -0.43 0.009
N 0.238 0.239 -2.141 0.05 -0.47 0.63 0.129
C -0.031 1.540 -2.093 -0.18 0.53 -0.08 -0.013
C -0.355 2.268 -3.225 0.05 -0.17 -0.05 0.005
H -0.687 2.567 -7.665 0.03 -0.01 0.04 0.000
H 0.332 1.357 -6.964 0.01 0.11 0.00 0.000
H -0.023 -0.280 -5.430 -0.03 -0.07 -0.06 0.001
H 0.461 -1.442 -3.308 0.05 -0.03 0.05 0.011
H -0.016 2.002 -1.115 0.01 0.01 0.02 0.005
H -0.637 3.308 -3.166 0.03 0.07 0.03 0.001
```
Forces are in eV/Å.

Kohn-Sham gap (alpha / beta) in Eh: 0.2761 / 0.1300
Multiplicity: 5
Total charge: +2
Electronic energy in hartree: -1823.9270
⟨S²⟩: 6.021
Maximum force in eV Å⁻¹: 5.4
ΔE to the lowest compared entry with this formula, charge and spin in kJ/mol: 237.1